This record from the OMol25 dataset describes C55H117N7O26S3 as an isolated structure. The level of theory is wB97M-V/def2-TZVPD.

Kohn-Sham gap, eV: 8.48
Electronic energy, hartree: -5699.61394
Energy relative to the best compared isomer or geometry (same formula, charge and spin), eV: 2.734
LUMO energy, eV: -0.05

Structure (ORCA input):
```
! wB97M-V def2-TZVPD RIJCOSX def2/J DEFGRID3
* xyz 0 1
C 0.51600 1.31585 15.15215
C 1.23268 2.49446 15.85901
O 2.17273 3.04288 15.34704
N 0.62460 2.93312 17.00310
C 1.09242 3.99243 17.78017
H -0.49687 1.17484 15.52939
H 1.12648 0.43178 15.33609
H 0.59206 1.68241 14.12846
H -0.28475 2.53500 17.18936
H 0.70431 3.95353 18.79799
H 0.68463 4.94202 17.43362
H 2.18032 4.00142 17.71309
C 7.59687 0.18422 13.33981
C 8.77644 1.04405 13.85229
O 9.43470 0.72744 14.82919
N 9.03292 2.17123 13.20390
C 10.18625 2.98803 13.34906
H 7.64813 0.09303 12.25484
H 6.68005 0.56745 13.78777
H 7.62473 -0.82520 13.75017
H 8.38736 2.43066 12.47175
H 9.83990 3.86384 13.89779
H 10.47555 3.31141 12.34915
H 11.10857 2.59371 13.77560
C 0.07691 -7.09178 12.84367
C -1.14997 -6.29498 13.00745
O -1.13802 -5.11828 12.66309
N -2.17044 -6.80586 13.70948
C -2.11700 -7.92293 14.64607
H 0.62547 -7.13427 13.78462
H 0.78183 -6.63469 12.14923
H -0.18902 -8.10883 12.55558
H -2.87328 -6.09212 13.83864
H -1.14837 -7.91908 15.14592
H -2.44121 -8.77478 14.04829
H -2.82311 -7.76291 15.46087
C 2.46817 -0.02169 8.85075
C 2.77290 0.53097 10.24504
O 3.34600 1.61879 10.35448
N 2.58178 -0.28894 11.33830
C 3.00945 -0.04010 12.73056
H 1.53360 0.52652 8.73184
H 2.29481 -1.08649 8.69503
H 3.08538 0.36012 8.03749
H 2.12067 -1.17574 11.19316
H 4.09394 -0.03404 12.83983
H 2.72244 -0.93699 13.27947
H 2.65026 0.76589 13.37045
C 1.63038 -9.78940 14.14972
C 1.82050 -9.03973 15.42779
O 2.33764 -7.90926 15.47047
N 1.58297 -9.50987 16.59184
C 1.03004 -10.84223 16.91435
H 0.55773 -9.94331 14.26725
H 2.23149 -10.69533 14.22759
H 1.79597 -9.21257 13.23980
H 1.77749 -8.93603 17.39991
H 1.25138 -11.02505 17.96586
H 1.44444 -11.57973 16.22698
H -0.04845 -10.99703 16.94576
C 8.39409 -8.69509 12.22313
C 7.06312 -9.43421 12.36471
O 6.70487 -10.15240 11.42863
N 6.42206 -9.25927 13.50559
C 5.12207 -9.91896 13.88257
H 8.49126 -7.73989 12.73912
H 8.55718 -8.53344 11.15759
H 9.18429 -9.39441 12.49633
H 6.84877 -8.63880 14.17868
H 4.61351 -9.37400 14.67787
H 5.42054 -10.91335 14.21454
H 4.40284 -10.05726 13.07531
C -0.12748 -4.26299 9.84273
C -0.20058 -2.91686 10.43812
O 0.53588 -2.60113 11.37833
N -1.19446 -2.08507 9.94995
C -1.28641 -0.73227 10.51967
H -0.16498 -4.21021 8.75466
H -0.95456 -4.96366 9.95719
H 0.73323 -4.78534 10.26040
H -1.78167 -2.42884 9.20355
H -2.14690 -0.24282 10.06348
H -0.38496 -0.12099 10.47700
H -1.33102 -0.90177 11.59549
C 3.90489 -5.31298 12.96693
C 3.52155 -4.30039 11.79000
O 3.48079 -3.13123 12.54138
S 4.57789 -3.11499 13.76127
O 4.00634 -2.58453 15.08851
O 5.82940 -2.47811 13.36902
O 4.82978 -4.74114 13.83877
H 4.37311 -6.19346 12.52690
H 2.96495 -5.65230 13.40222
H 2.64654 -4.44479 11.15628
H 4.34427 -3.98300 11.14929
C -0.20447 -2.01967 14.72922
C -0.11775 -3.55457 14.98647
O 0.33504 -3.61906 16.29231
S -0.01317 -2.30131 17.29688
O 1.24734 -1.75785 17.70739
O -1.12630 -2.48747 18.27849
O -0.55840 -1.47729 15.93603
H -0.98367 -1.64350 14.06632
H 0.76296 -1.65476 14.38422
H 0.54381 -4.08354 14.30045
H -1.12900 -3.94725 14.88021
C 4.82160 -9.01971 9.07478
C 3.77514 -9.03482 10.16114
O 2.93832 -7.90912 9.99402
S 3.42866 -6.96310 8.76579
O 4.30976 -6.02320 9.41353
O 2.30801 -6.53043 7.91410
O 4.27711 -8.20309 8.05314
H 5.03175 -10.00000 8.64704
H 5.83342 -8.63958 9.21559
H 4.16936 -8.95123 11.17390
H 3.31742 -10.00235 9.95502
C 11.17380 -2.04004 13.11426
C 12.38447 -2.93731 12.74618
C 12.31401 -2.85119 11.19897
O 11.09262 -2.18610 10.81476
C 10.73103 -1.28330 11.85365
H 11.38659 -1.23117 13.81322
H 10.40776 -2.73020 13.46777
H 12.26777 -3.92765 13.18630
H 13.33810 -2.48663 13.02109
H 12.34203 -3.89212 10.87684
H 13.20983 -2.34511 10.83914
H 9.66196 -1.11594 11.98476
H 11.26146 -0.36254 11.61090
C 5.03277 0.16471 16.47945
C 6.47937 0.76772 16.67731
C 6.61663 0.60568 18.15165
O 5.33599 1.00590 18.57439
C 4.31972 0.85816 17.59306
H 4.99300 -0.89041 16.75008
H 4.62758 0.45116 15.50896
H 6.42556 1.82746 16.42799
H 7.27853 0.34180 16.07064
H 7.40518 1.20096 18.61199
H 6.89340 -0.41980 18.39637
H 3.94662 1.81985 17.24085
H 3.62138 0.22540 18.14083
C 7.39388 -0.52774 7.95662
C 7.53632 -1.26283 9.28636
C 6.13128 -1.53148 9.74454
O 5.33946 -1.15017 8.66525
C 5.95202 0.01306 8.12509
H 7.44121 -1.04244 6.99696
H 8.26978 0.11873 7.90215
H 8.04410 -0.69815 10.06828
H 8.02142 -2.21965 9.09331
H 5.78237 -1.05194 10.65910
H 5.95184 -2.59790 9.88114
H 5.77431 0.86120 8.78629
H 5.47916 0.10344 7.14717
C 4.47821 -4.98980 4.48088
C 4.02940 -4.38387 5.75962
C 4.84682 -3.10718 5.81317
O 5.35086 -2.89659 4.48754
C 4.83660 -3.84292 3.59320
H 3.58863 -5.53408 4.16385
H 5.33901 -5.61491 4.71827
H 4.17880 -5.18266 6.48606
H 2.95615 -4.27330 5.91458
H 5.64307 -3.11958 6.55743
H 4.16491 -2.29634 6.06938
H 5.53905 -4.29813 2.89502
H 3.95226 -3.54219 3.03142
C 4.49214 -3.97906 17.60330
C 5.30051 -4.30875 18.88590
C 4.15694 -4.69258 19.88096
O 3.19208 -5.28499 19.11994
C 3.14940 -4.62282 17.81141
H 4.98455 -4.30477 16.68704
H 4.46309 -2.89207 17.67880
H 5.80800 -3.42083 19.26294
H 6.04199 -5.09248 18.73074
H 3.69460 -3.79404 20.28960
H 4.55708 -5.32051 20.67700
H 2.32509 -3.91545 17.90225
H 2.86994 -5.29643 17.00132
C 8.50127 -3.33224 17.32470
C 9.50626 -2.49732 16.51160
C 9.96322 -1.46227 17.56547
O 9.59948 -2.06311 18.80008
C 8.44611 -2.80273 18.69037
H 8.86729 -4.35893 17.32926
H 7.51365 -3.31195 16.86395
H 8.97742 -2.13242 15.63110
H 10.32678 -3.07252 16.08265
H 9.56880 -0.48269 17.29536
H 11.03849 -1.34273 17.43276
H 7.59738 -2.13157 18.82189
H 8.31265 -3.53622 19.48553
C 8.68190 -5.45455 10.15100
C 9.04078 -4.44194 11.26620
C 8.24248 -4.88711 12.51998
O 7.13927 -5.59318 11.96996
C 7.22755 -5.75799 10.53274
H 9.35036 -6.25634 10.46469
H 8.92219 -5.18792 9.12179
H 8.66021 -3.48405 10.91164
H 10.11088 -4.46922 11.47172
H 7.88279 -4.08609 13.16581
H 8.87370 -5.50989 13.15386
H 6.57836 -5.09764 9.95777
H 6.80091 -6.70188 10.19340
*
```

***

This record from the OMol25 dataset describes C21H19AlBrClF3N7O3S3Se as an isolated structure. The level of theory is wB97M-V/def2-TZVPD.

Kohn-Sham gap, eV: 7.89
Electronic energy, hartree: -8593.03723
Energy relative to the best compared isomer or geometry (same formula, charge and spin), eV: 0.988
LUMO energy, eV: -0.72

Structure (ORCA input):
```
! wB97M-V def2-TZVPD RIJCOSX def2/J DEFGRID3
* xyz 0 1
Al 1.08435 -0.55203 0.59251
O 1.80616 -0.95690 4.25748
S 1.35034 -1.78325 3.17092
O 0.34375 -0.96581 2.31219
O 0.78037 -3.05597 3.52240
S 2.76454 -1.91216 1.68404
Se 2.93994 1.49922 3.00331
N 1.74751 1.49206 1.67610
C 1.41763 2.75507 1.44333
C 0.60580 3.23095 0.35417
C 0.35697 4.55500 0.25485
C 0.88934 5.51014 1.19085
C 1.71328 5.11564 2.18333
C 2.02381 3.72055 2.31271
N 2.87347 3.24003 3.20803
H 0.26400 2.54837 -0.40799
H -0.23588 4.91731 -0.57554
H 0.64907 6.55736 1.06779
H 2.16300 5.81531 2.87296
Br 1.49790 -3.39071 -5.59028
C 1.25949 -2.57843 -3.91059
C 1.68533 -3.22257 -2.76435
C 1.47098 -2.59066 -1.55717
N 0.86936 -1.40078 -1.43728
C 0.51007 -0.77759 -2.56074
C 0.67513 -1.33098 -3.81641
H 2.17949 -4.18142 -2.79931
H 1.80638 -3.05092 -0.63877
H 0.09070 0.20855 -2.45864
H 0.36452 -0.78426 -4.69406
Cl -0.46911 -6.66833 1.99113
C -0.97777 -5.20315 1.21151
C -2.26735 -5.06289 0.74390
C -2.60025 -3.86570 0.12526
C -1.63457 -2.88181 0.01628
N -0.39288 -3.02026 0.48247
C -0.06833 -4.16662 1.06448
H -2.98236 -5.86588 0.85530
H -3.59242 -3.70038 -0.27066
H -1.86186 -1.94173 -0.47484
H 0.94747 -4.26668 1.43171
F 3.72000 0.86990 0.15139
C 2.67893 0.32415 -0.52352
F 3.28545 -0.49611 -1.44186
F 2.18690 1.38132 -1.30396
C -2.93249 3.10587 -2.39095
C -3.21135 1.67349 -1.94181
C -2.41859 1.29694 -0.73118
N -1.37486 0.55865 -0.76876
N -0.76110 0.40632 0.46011
C -1.41477 1.04406 1.42639
N -1.10841 1.06921 2.71603
S -2.79916 1.88708 0.84733
H -3.51135 3.34740 -3.28029
H -1.87545 3.23640 -2.62402
H -3.19640 3.82587 -1.61518
H -2.94034 0.96215 -2.72285
H -4.27527 1.54020 -1.73645
H -0.41409 0.40084 3.04683
H -1.68506 1.57856 3.36037
*
```